Entry 1:
94
Properties=species:S:1:pos:R:3:lowdin_charge:R:1 method="wB97M-V/def2-TZVPD" de_lowest_ev=5.680 spin_multiplicity=1 homo_energy_ev="-16.68 / -16.68" charge=+3
H -3.30 -3.42 0.10 0.105
H 0.36 -3.99 -3.36 0.139
O 0.90 1.62 2.49 0.183
H 4.62 -3.98 -2.37 0.112
H 2.12 -4.50 0.81 0.068
H 3.86 -0.36 -2.75 0.068
C 2.41 2.49 -1.69 -0.082
H -0.10 3.67 0.91 0.044
H 1.27 -3.82 -1.05 0.110
H 2.12 2.56 -0.63 0.053
C -0.95 -4.93 0.81 -0.050
H 2.96 3.42 -1.95 0.108
C -0.81 -2.40 -4.28 0.033
H 3.38 -3.25 1.00 0.066
C 2.25 -1.51 2.57 -0.096
H -2.33 -2.02 -0.43 0.051
H -3.10 2.32 -0.72 0.093
H -0.98 -2.94 -5.22 0.143
C 3.79 -1.44 -2.96 -0.038
H 1.02 4.53 -2.92 0.082
H 5.41 -2.70 -0.53 0.104
N -0.42 -1.04 -1.88 -0.070
H -1.87 -0.61 -4.90 0.142
H -1.14 -5.41 1.78 0.094
H -3.08 3.96 -0.03 0.124
H 0.11 -5.10 0.56 0.067
H 0.15 -2.68 3.79 0.082
H 5.30 -0.99 -1.08 0.097
C 1.53 -2.79 2.08 -0.610
H 1.47 0.20 -3.00 0.041
N 2.02 -0.54 -0.65 0.020
H 3.20 -1.81 3.04 0.119
H -2.57 4.88 -1.87 0.107
N -2.92 1.27 2.50 0.251
H -1.57 -5.44 0.05 0.102
H 0.09 3.56 -4.10 0.088
H -1.92 3.29 3.57 0.173
C 2.57 -3.78 1.52 -0.053
H 3.01 -4.35 2.35 0.120
H -1.93 3.70 -3.04 0.081
H -3.28 0.42 2.03 0.159
C -1.32 -1.10 -4.10 0.028
H -0.90 5.05 -2.48 0.086
Hf 0.00 0.00 0.00 1.311
C -1.09 -0.43 -2.90 -0.315
H 1.64 -0.98 3.32 0.082
C 1.01 -2.76 -0.94 -0.259
C 3.58 -2.21 -1.64 -0.519
C 3.63 -3.72 -1.95 -0.043
H -3.52 1.73 3.20 0.170
H -0.37 3.36 2.85 0.139
H -2.47 1.02 -2.11 0.091
C 0.12 -2.29 -2.05 -0.280
C 1.19 2.34 -2.62 -0.628
C -1.30 -3.43 0.92 -0.645
H 2.46 -0.80 1.76 0.040
H 3.48 -4.35 -1.05 0.078
C 1.01 3.60 -3.50 -0.067
P 0.23 -2.29 0.75 1.089
C -2.30 -3.10 -0.22 -0.095
H -1.84 -3.89 3.02 0.088
H 0.67 4.50 -0.48 0.092
C 2.23 -1.74 -1.01 -0.339
C 1.44 1.15 -3.56 -0.096
H -1.68 1.52 -3.64 0.115
H 4.34 -1.55 0.32 0.066
C -2.03 -3.14 2.25 -0.091
H 4.73 -1.77 -3.45 0.114
H 1.64 -3.63 4.06 0.117
H 0.69 1.08 -4.36 0.096
C -1.21 3.45 -0.97 -0.626
C -1.66 4.32 -2.17 -0.060
H 2.43 1.28 -4.05 0.117
H -1.75 -2.15 2.64 0.057
C -1.52 1.00 -2.67 -0.213
C -0.29 4.24 -0.02 -0.055
C 4.73 -1.84 -0.67 -0.025
C -2.47 3.05 -0.18 -0.073
H 2.87 -4.01 -2.70 0.084
N -1.27 2.87 2.89 0.254
H -0.80 5.18 0.26 0.122
H 0.31 -4.33 3.11 0.080
H -3.12 -3.12 2.06 0.092
O -1.03 1.08 1.33 -0.173
C -0.07 -2.99 -3.25 0.034
P -0.29 1.86 -1.52 1.063
C 0.54 1.03 1.54 -0.349
C -1.69 1.77 2.18 -0.491
H 1.86 3.65 -4.21 0.118
H -2.06 -3.63 -1.15 0.089
H 3.09 1.63 -1.82 0.069
H 2.96 -1.61 -3.66 0.087
H -2.22 2.63 0.80 0.018
C 0.85 -3.40 3.32 -0.075

=====

Entry 2:
106
Properties=species:S:1:pos:R:3:lowdin_charge:R:1 method="wB97M-V/def2-TZVPD" spin_multiplicity=1 homo_energy_ev=-12.00 charge=+1
O -1.17 -3.91 -6.16 -0.007
C 0.67 2.33 -4.03 -0.213
H 3.36 6.23 -1.25 0.086
H 2.23 1.83 -5.42 0.081
H 0.50 1.31 -3.70 0.113
O -2.22 3.38 8.23 0.043
O -0.41 -1.94 -3.17 0.115
C -0.82 -2.55 -5.89 -0.053
C 0.65 7.01 0.51 -0.637
H -2.88 3.53 6.33 0.127
C -0.42 1.83 1.45 -0.054
C 1.91 -4.55 -4.22 0.189
C 3.30 -7.19 0.47 -0.047
C -2.17 -4.05 -7.04 -0.614
O 1.31 7.99 0.26 0.121
N 3.14 -6.26 -2.79 0.135
C 2.40 6.03 1.71 -0.213
H 0.91 -3.12 0.28 0.122
H -1.35 -1.60 -0.43 0.100
C 1.63 4.23 -3.06 -0.613
C -0.39 3.21 11.18 -0.037
C 1.39 -3.44 -0.64 -0.148
H -0.28 2.73 3.39 0.124
C 1.62 -5.94 1.83 -0.128
O -0.18 2.49 8.64 0.118
C -2.94 -5.50 -9.61 -0.063
C 0.99 -4.89 -0.96 -0.058
H 2.66 5.00 1.96 0.122
H 1.39 -3.98 -4.95 0.043
O 0.95 4.96 -3.73 0.129
H 1.87 -3.98 2.76 0.075
C -3.39 -5.69 -8.18 -0.206
H -3.71 -5.85 -10.29 0.083
H 2.68 -5.30 3.62 0.081
H 1.41 3.35 -5.78 0.078
O 1.06 5.95 1.20 0.029
O 1.58 2.89 -3.07 0.034
H -4.29 -5.11 -7.96 0.124
H -0.37 -2.09 -6.76 0.107
H -2.46 1.20 5.67 0.046
H -3.58 -1.87 4.04 0.095
H -4.32 -1.34 2.51 0.096
H -0.28 2.86 -4.00 0.124
H -1.19 -3.35 -0.40 0.072
H -0.38 2.14 11.38 0.098
H -1.69 -1.97 -5.57 0.101
H 0.13 1.01 3.38 0.124
C -1.28 -2.49 -1.05 0.045
H -2.17 7.54 -0.91 0.095
C -2.30 0.25 3.27 -0.630
O -2.80 -3.15 -7.52 0.136
C -0.19 -2.33 -2.06 -0.489
H -5.14 -1.02 4.05 0.098
C -2.14 2.94 6.87 -0.203
N 3.73 -7.31 -0.78 0.189
H -0.11 -2.57 -5.07 0.037
C 2.68 6.03 -2.08 -0.021
H 3.12 6.43 -2.99 0.106
O 2.54 4.61 -2.17 0.014
C -2.45 1.47 6.72 -0.048
C -4.17 -1.10 3.56 -0.029
H -1.11 2.57 1.04 0.088
H 3.85 -6.82 -3.24 0.175
H -0.65 3.74 12.09 0.094
H 3.36 -4.68 2.15 0.081
H -1.16 3.19 6.46 0.121
O -0.61 6.81 0.14 0.005
H -2.20 -2.59 -1.61 0.103
O 1.11 -2.56 -1.71 0.012
H 1.77 6.56 3.70 0.082
H 3.66 -7.72 1.33 0.157
C 2.48 -5.36 -3.56 -0.147
O -3.56 0.19 3.69 0.000
H 2.25 7.94 2.71 0.078
H -2.74 -4.45 -9.82 0.077
C 1.26 2.34 -5.42 -0.061
O -1.64 -0.68 2.86 0.103
O -1.41 3.52 10.23 0.009
H -0.60 8.19 -1.42 0.096
H 0.64 -5.00 -1.98 0.127
C -1.21 7.90 -0.57 -0.028
N 2.05 -5.84 -0.68 0.065
H 0.16 -5.17 -0.32 0.117
O -2.36 -5.35 -7.24 0.035
C -1.18 3.06 9.00 -0.615
C 2.42 -4.90 2.64 -0.038
H -2.02 -6.06 -9.79 0.082
H 1.46 -6.84 2.40 0.130
H -3.42 1.23 7.17 0.090
C 2.48 6.90 2.95 -0.058
H -0.64 0.87 0.99 0.059
H 3.48 6.86 3.37 0.083
H -1.70 0.86 7.23 0.081
H -3.62 -6.74 -7.98 0.122
N 2.29 -6.31 0.58 -0.017
C 2.97 -6.46 -1.47 -0.273
H 0.58 3.53 10.82 0.095
H 0.65 -5.53 1.63 0.113
H 0.60 1.82 -6.12 0.079
O -1.88 1.51 3.39 0.026
H -1.35 8.75 0.10 0.100
H 0.60 2.13 1.17 0.083
H 3.08 6.37 0.94 0.105
H 2.46 -3.38 -0.47 0.138
H 1.73 6.50 -1.89 0.084
C -0.54 1.76 2.95 -0.198

=====

Entry 3:
94
Properties=species:S:1:pos:R:3:lowdin_charge:R:1 method="wB97M-V/def2-TZVPD" spin_multiplicity=1 homo_energy_ev=-5.56 charge=0
C 1.11 0.47 -4.78 -0.034
H 2.19 0.17 -4.94 0.069
C 1.51 -3.93 8.50 -0.224
H 2.04 2.34 -4.14 0.128
S -2.29 -2.03 -1.65 0.839
H -1.96 1.07 -1.45 0.152
H 2.00 -2.87 2.12 0.099
H -4.48 1.85 -3.09 0.153
C 2.41 -2.37 4.17 -0.165
H -5.03 4.88 -1.11 0.073
H 0.35 -2.71 0.77 0.032
H 0.57 0.60 -5.75 0.077
H -1.89 2.71 -8.35 0.092
H 3.34 -1.84 3.94 0.136
H 2.94 0.28 -2.07 0.126
C -1.32 3.05 -7.44 -0.194
H -0.82 -4.09 0.76 0.061
C 2.24 2.85 1.72 -0.075
C 0.88 -4.18 3.41 -0.173
H 2.58 -2.57 9.80 0.085
N -2.22 1.78 -5.50 0.054
H -0.16 3.37 -3.13 0.117
H 0.67 -0.36 -4.15 0.089
H -2.55 -2.49 0.79 0.065
B -1.56 1.93 -4.12 -0.893
H 2.70 -2.28 6.28 0.110
H 0.35 -2.19 6.86 0.107
C 2.43 1.27 -1.91 -0.182
C 2.20 1.47 -0.36 -0.151
C -1.72 -2.14 0.11 -0.548
H -0.73 -3.57 6.46 0.122
C -0.52 -3.16 0.20 -0.192
C -0.12 2.69 -4.04 -0.005
C 2.12 -3.38 3.07 -0.182
C 2.53 -3.04 5.52 -0.100
C 1.65 1.71 2.40 -0.115
N 1.29 -3.83 5.90 -0.244
H 1.40 1.81 3.48 0.082
H 2.28 -1.90 8.22 0.063
H 1.63 -1.60 4.19 0.105
C 0.99 -4.84 4.78 -0.098
H 1.19 3.84 -6.76 0.058
H -3.39 3.14 -6.69 0.112
C 0.72 4.75 -7.22 -0.133
H 0.73 -4.96 2.66 0.128
H -0.11 -3.45 -0.80 0.065
C -0.74 4.48 -7.77 -0.261
H -5.70 3.77 -2.39 0.081
O 1.12 1.29 -2.48 -0.134
H 0.07 3.38 -4.91 0.082
C -4.76 4.16 -1.92 -0.054
C 1.12 1.75 -3.85 -0.369
H 2.98 -4.05 2.97 0.129
H 3.10 2.10 -2.28 0.120
C -3.36 -0.55 -1.83 -0.410
H -3.75 -0.31 -0.79 0.085
H -0.52 2.31 -7.20 0.090
H 0.88 -0.43 2.28 0.072
C -3.49 2.05 -2.60 -0.244
C 0.10 -2.94 6.12 0.037
H -4.28 -0.80 -2.42 0.087
H -0.18 -2.45 5.19 0.101
H -2.12 3.97 -5.62 0.104
C -3.85 2.98 -1.39 -0.277
H 1.42 -0.61 -0.26 0.110
H -2.91 3.42 -0.95 0.152
H -3.16 1.40 -5.32 0.086
C 1.34 0.44 1.75 -0.099
H -0.66 4.54 -8.90 0.088
C 2.54 -2.83 8.74 -0.097
H 1.67 -4.69 9.27 0.123
H 1.80 -5.57 4.79 0.142
H 0.06 -5.34 5.04 0.137
H 2.45 3.82 2.23 0.094
O -1.71 0.64 -3.39 -0.009
C -2.37 3.05 -6.22 -0.235
H 0.00 -3.54 3.36 0.114
H -1.36 -1.15 0.51 0.066
O -2.52 2.79 -3.32 -0.043
H -4.18 4.67 -2.74 0.085
H 3.38 -3.74 5.53 0.144
F -4.60 2.31 -0.37 -0.084
C -2.62 0.73 -2.31 -0.327
C 2.52 2.73 0.28 -0.019
H 0.64 5.57 -6.45 0.064
H 0.51 -3.53 8.69 0.109
H 2.94 3.55 -0.33 0.110
C 1.62 0.31 0.33 -0.024
H 3.54 -3.14 8.43 0.086
C 1.56 -4.66 7.16 -0.121
H -1.40 5.33 -7.47 0.095
H 2.52 -5.16 7.02 0.136
H 1.41 5.13 -8.02 0.057
H 0.78 -5.43 7.18 0.133

=====

Entry 4:
110
Properties=species:S:1:pos:R:3:lowdin_charge:R:1 method="wB97M-V/def2-TZVPD" spin_multiplicity=2 homo_energy_ev="-2.92 / -5.19" charge=-1
H 25.25 10.72 33.62 0.085
H 23.79 15.17 38.13 0.074
H 26.14 12.61 32.34 0.089
Cl 32.14 18.56 35.22 0.690
H 29.22 16.17 28.82 0.071
C 29.23 18.71 23.09 -0.689
Cl 31.85 21.48 28.43 0.509
H 26.50 23.50 37.78 0.111
H 28.24 14.68 34.75 -0.007
H 27.59 17.40 22.39 0.059
C 27.97 12.52 35.14 -0.636
H 28.95 18.37 37.27 0.058
O 27.65 17.34 31.46 -0.164
O 28.45 18.27 28.69 -0.194
H 28.98 15.92 31.07 0.078
H 21.91 15.39 32.07 0.082
H 27.05 17.88 33.42 0.065
C 29.91 17.91 37.53 -0.692
C 27.79 22.21 36.61 -0.386
C 30.04 16.70 36.66 -0.737
H 23.75 14.90 36.41 0.057
C 26.77 19.96 36.26 0.010
H 26.15 16.03 37.90 0.060
O 24.46 19.56 36.77 -0.050
H 22.60 14.23 33.12 0.092
C 32.04 16.94 26.14 -0.666
H 26.86 18.12 27.42 0.076
H 29.73 13.91 34.96 0.048
Cl 32.84 16.67 24.57 0.539
Cl 26.71 18.77 24.10 0.579
H 33.75 16.15 27.35 0.070
Cl 29.11 11.21 35.68 0.511
Cl 28.94 13.40 32.78 0.541
Cl 30.28 17.92 21.93 0.567
C 22.73 14.67 32.14 -0.139
H 29.51 18.27 24.05 0.039
H 29.69 17.51 30.95 0.083
C 27.91 17.59 32.83 -0.124
C 25.46 21.72 37.27 -0.246
C 25.44 20.34 36.71 -0.399
H 24.29 20.07 31.12 0.071
H 33.80 17.39 33.93 0.079
H 25.31 13.47 33.57 0.107
Cl 31.47 15.74 37.02 0.541
C 26.55 22.52 37.33 0.027
O 28.67 23.08 36.44 -0.037
H 29.41 19.78 23.20 0.080
H 22.65 14.14 31.19 0.093
C 28.77 16.95 30.78 -0.277
O 23.97 15.24 32.08 -0.206
H 29.96 16.81 35.58 0.029
H 27.63 12.84 36.12 0.003
H 23.99 11.64 34.49 0.081
H 30.60 18.69 37.20 0.011
Cl 29.86 21.02 32.29 0.631
H 27.51 19.06 21.85 0.070
H 30.99 16.76 25.89 0.057
C 32.16 17.86 32.61 -0.626
H 29.94 20.36 29.43 0.033
H 28.65 18.35 33.08 0.065
H 31.35 18.56 32.40 0.013
H 33.61 19.07 33.50 0.072
C 26.18 20.37 29.98 -0.614
C 25.07 14.38 31.71 -0.135
C 27.85 20.79 36.11 -0.237
H 31.44 19.96 30.25 0.049
Cl 31.26 16.34 32.88 0.595
H 23.45 10.39 33.42 0.090
H 27.57 16.31 29.14 0.118
H 25.89 19.78 29.11 0.058
H 24.75 14.10 30.71 0.117
H 26.83 19.68 30.52 0.051
C 30.88 20.78 29.81 -0.663
O 24.15 12.11 32.58 -0.204
Cl 25.41 21.84 32.19 0.547
C 25.18 13.08 32.56 -0.208
H 24.83 17.12 37.23 0.059
C 28.50 16.87 29.23 -0.135
C 27.94 18.30 27.41 -0.191
H 23.68 21.33 38.02 0.080
H 27.22 12.19 34.42 0.033
C 27.75 18.43 22.70 -0.662
H 27.99 19.34 27.11 0.076
H 25.94 15.02 31.81 0.120
H 29.68 21.16 35.52 0.077
Cl 27.26 21.65 29.31 0.557
H 32.71 17.64 31.69 0.052
H 31.51 22.24 31.10 0.066
H 26.97 18.95 35.93 0.063
H 32.16 18.00 26.33 0.066
H 32.48 15.01 27.05 0.071
Cl 25.29 13.46 37.36 0.575
H 29.84 22.51 30.43 0.050
Cl 30.06 17.65 39.29 0.544
Cl 31.95 16.50 28.78 0.606
Cl 26.29 16.20 35.53 0.610
C 28.73 13.73 34.56 -0.605
O 24.29 22.06 37.92 0.020
H 29.16 16.11 36.93 0.047
C 25.41 16.21 37.11 -0.558
C 24.43 14.99 37.26 -0.651
C 24.24 11.13 33.56 -0.103
H 28.32 17.64 26.63 0.065
C 24.96 20.85 30.77 -0.641
H 28.36 16.69 33.26 0.040
H 24.24 21.37 30.14 0.065
C 33.06 18.18 33.80 -0.660
C 32.67 16.08 27.20 -0.636
O 29.12 20.41 35.74 -0.017
C 30.54 21.80 30.85 -0.674

=====

Entry 5:
94
Properties=species:S:1:pos:R:3:lowdin_charge:R:1 method="wB97M-V/def2-TZVPD" de_lowest_ev=0.000 spin_multiplicity=3 homo_energy_ev="-9.73 / -10.68" charge=+1
C -1.60 -3.52 -1.31 -0.146
H -2.51 -0.80 4.31 0.079
H -0.43 2.14 0.55 0.061
H -1.11 -2.28 -2.99 0.121
H 1.05 1.50 -0.11 0.077
H 5.27 5.59 0.59 0.126
H -0.85 -4.85 0.20 0.128
C 2.14 6.32 1.65 -0.487
C 0.96 -3.86 -3.13 -0.475
H -3.41 -0.87 2.79 0.088
F -5.28 -5.01 -1.33 0.131
N 2.53 5.04 0.97 -0.085
C 1.03 7.05 0.86 -0.031
H 4.54 3.35 0.03 0.081
H 1.58 5.07 -1.55 0.090
H -3.97 -7.84 -4.34 0.123
H 1.46 0.64 3.47 0.130
H -0.69 -5.53 -1.40 0.070
H 3.00 3.07 -0.79 0.077
H 0.70 5.33 2.94 0.077
H -3.32 -5.12 0.09 0.128
H 5.05 6.22 -1.03 0.126
C -3.72 -6.84 -4.03 -0.064
C 0.10 1.22 0.36 -0.027
N -0.40 -4.21 -3.45 0.003
C 0.07 2.26 3.31 -0.170
H 0.89 -1.37 0.45 0.071
C -4.86 -5.96 -3.52 -0.040
H -2.65 -3.29 -1.11 0.111
C -2.92 -0.20 3.50 -0.048
H 5.07 8.00 0.75 0.115
H 0.38 6.34 0.36 0.087
C 1.36 -0.70 1.18 -0.042
H 2.23 -0.25 0.70 0.091
C -3.27 -6.03 -1.81 -0.105
C -1.86 0.65 2.82 -0.489
H -3.61 1.76 2.15 0.083
H -2.72 1.00 0.84 0.085
H 2.23 6.70 -1.39 0.060
H -3.68 0.46 3.93 0.088
C -2.64 -5.73 -0.50 -0.064
H 1.88 1.81 2.23 0.116
H 1.21 6.94 3.48 0.089
H -0.51 -9.37 -2.60 0.077
H 0.57 2.78 4.13 0.117
C 2.50 5.65 -1.46 -0.033
H -2.12 2.48 1.60 0.067
C -1.17 1.54 3.85 -0.127
C 4.16 7.43 0.53 -0.170
H -2.39 -6.66 0.01 0.140
O 1.51 -2.95 -3.71 0.119
H -2.34 -3.45 -3.35 0.107
H 3.06 5.53 -2.38 0.088
N -4.44 -5.66 -2.16 0.007
O 3.10 4.25 1.81 -0.030
H 3.60 8.03 -0.20 0.103
C -2.61 1.52 1.79 -0.033
H -3.32 -6.33 -4.91 0.124
H -1.69 -6.39 -3.29 0.130
H -5.90 -6.25 -3.64 0.144
C -1.07 -8.61 -2.07 0.056
C 1.55 6.01 3.02 -0.042
H 1.41 7.75 0.13 0.067
H -1.04 -2.78 -0.74 0.106
H 4.34 3.83 -1.65 0.089
C -1.34 -4.93 -0.76 -0.168
H 1.52 -4.25 -1.08 0.090
C 3.35 7.24 1.81 -0.132
C 4.54 6.08 -0.07 -0.131
H -0.21 3.03 2.59 0.093
H -4.83 -5.00 -4.05 0.138
H 3.01 8.21 2.18 0.128
C -2.31 -8.24 -2.47 -0.097
H 2.29 5.57 3.69 0.081
N -0.87 -0.25 2.14 -0.093
H 4.01 6.84 2.59 0.126
C 3.35 5.15 -0.28 -0.496
H 1.33 -5.69 -2.07 0.070
H -0.47 0.64 -0.37 0.085
H 2.74 -4.67 -2.32 0.094
C 1.04 1.27 2.68 -0.123
C -1.39 -3.32 -2.82 -0.187
H -0.88 0.93 4.71 0.127
H 0.41 7.63 1.55 0.083
H -0.49 -4.13 -4.46 0.124
O -0.59 -1.26 2.88 -0.029
H -0.59 -8.16 -1.20 0.073
H -3.14 -8.94 -2.50 0.117
C -2.63 -6.79 -2.92 -0.200
H -1.89 2.27 4.22 0.128
H 1.72 -1.29 2.01 0.081
C 3.84 3.76 -0.69 -0.040
C 1.68 -4.66 -2.08 0.007
C 0.39 0.39 1.62 -0.491

=====

| no. | total energy (a.u.) | maximum force (Eh/bohr) |
| --- | --- | --- |
| 1 | -2275.31939 | 0.26156 |
| 2 | -2673.95864 | 0.02397 |
| 3 | -2034.69568 | 0.05265 |
| 4 | -9141.61741 | 0.06771 |
| 5 | -1720.77007 | 0.03639 |